Below is a 30-piece molecular cluster, C26H94BrClIN2O35PS overall in a non-equilibrium geometry, with properties calculated with wB97M-V/def2-TZVPD.

LUMO level ... -1.2 eV
Gap between HOMO and LUMO ... 7.4 eV

```
! wB97M-V def2-TZVPD RIJCOSX def2/J DEFGRID3
* xyz 0 1
C 3.15569 -2.09416 3.83778
C 4.70467 -1.58692 3.65756
N 5.11822 -1.28373 2.23440
C 3.94112 -0.98223 1.32998
C 3.38480 -2.19716 0.38096
C 3.98957 -3.72095 0.38390
O 4.63556 -4.13378 -0.87232
O 5.16169 -3.12241 -1.51047
C 2.14045 -1.86192 -0.63128
C 1.36078 -0.41075 -0.76241
C 1.96348 0.80591 0.21485
C 1.26069 2.31943 0.09810
C 2.38752 3.48243 -0.32083
O 3.48222 2.80579 -1.04012
C 4.30075 3.74470 -1.82223
C 4.74606 5.10954 -1.03185
C 3.20368 0.51695 1.24801
P 3.95388 1.83137 2.46824
O 5.02290 2.93582 1.57747
Br 2.34820 3.15338 3.37400
N 0.20203 -0.14129 -1.69620
C -0.73531 -1.31899 -1.83644
C -2.37071 -0.99218 -1.96634
O -2.94682 0.36584 -1.93120
C -3.35374 0.76016 -0.57277
C -4.98663 1.03699 -0.41753
C -5.58749 -0.04482 0.70535
C -5.35424 2.52810 0.15757
C -6.98633 2.66281 0.46610
C -7.33023 2.53035 2.09051
C -7.61352 4.11916 -0.00354
C -3.43041 -2.26889 -2.17533
I -5.62715 -1.97496 -2.42853
C -2.93833 -3.85456 -2.24417
Cl -4.18471 -5.21558 -2.46218
C -1.33660 -4.17528 -2.10528
O -0.89418 -5.60428 -2.14511
C -0.32061 -2.90277 -1.91906
S 1.54248 -3.27952 -1.76472
H 3.05179 -2.49489 4.95424
H 2.45978 -1.13941 3.73156
H 2.91947 -2.93218 3.05103
H 5.49775 -2.37919 4.06822
H 4.85727 -0.61685 4.30945
H 5.73173 -2.03883 1.82747
H 3.06702 -4.44639 0.59463
H 4.74171 -3.91450 1.28838
H 4.65147 -2.98114 -2.38004
H 0.63814 2.60790 1.04768
H 0.48449 2.32819 -0.80901
H 2.72432 4.10774 0.61092
H 1.86000 4.18982 -1.12478
H 3.84276 4.03951 -2.86969
H 5.31274 3.16545 -2.07819
H 4.63537 5.07343 0.13221
H 4.16815 6.07872 -1.39650
H 5.90764 5.28622 -1.24367
H 5.93544 2.70077 1.97178
H 0.50847 0.08689 -2.66852
H -3.06602 -0.04813 0.24007
H -2.83245 1.80789 -0.35750
H -5.55230 0.93872 -1.46432
H -5.03132 -1.07729 0.60223
H -6.74268 -0.25074 0.49464
H -5.52686 0.42470 1.77635
H -4.78208 2.74672 1.15553
H -5.12350 3.34003 -0.66529
H -7.62017 1.84125 -0.11298
H -6.38246 2.32585 2.74919
H -7.89918 3.52594 2.42338
H -8.12776 1.65897 2.24550
H -7.04706 4.99022 0.54685
H -8.73268 4.14908 0.41133
H -7.70240 4.25162 -1.16339
H -1.23118 -6.01744 -1.28364
O 5.21149 8.15978 -1.80074
H 5.77440 8.70610 -2.36961
H 5.41607 8.46670 -0.90468
O 7.67554 8.26788 -3.67224
H 8.63177 8.12822 -3.74342
H 7.29465 7.41340 -3.92477
O 0.73109 -0.81037 5.06743
H 1.33020 -0.08912 5.31200
H 0.84067 -1.45767 5.78015
O 3.43473 -7.41263 -0.05643
H 3.90382 -6.61802 -0.35223
H 3.66341 -7.48366 0.88252
O 6.68724 -7.44187 -0.99950
H 5.77900 -7.44422 -0.66179
H 6.63572 -6.90752 -1.80622
O -7.13395 -0.99390 3.17628
H -7.38668 -0.68972 4.06090
H -7.77741 -1.69000 2.97531
O 7.33109 2.66372 3.75281
H 7.93020 3.38496 3.99738
H 7.44067 2.01641 4.46553
O -6.76527 2.59717 5.25439
H -6.29618 3.39178 4.95860
H -6.53659 2.52614 6.19335
O -0.57408 3.53007 5.49682
H -0.39600 4.28648 6.07568
H 0.27204 3.37127 5.05203
O -2.65670 2.44988 1.60413
H -2.39389 1.56129 1.88749
H -1.94745 3.02077 1.93584
O 4.61618 -6.81004 -3.06975
H 4.05248 -7.58513 -2.92686
H 4.13329 -6.08718 -2.64164
O 5.42960 5.26846 4.79191
H 6.18223 5.41246 4.19881
H 4.79012 4.78673 4.24603
O 4.63473 -6.79342 -6.33457
H 5.10382 -5.99881 -6.63036
H 4.86341 -6.86445 -5.39561
O -8.09598 -0.15663 -4.48148
H -7.73405 -0.04377 -5.37323
H -7.36801 -0.55628 -3.98216
O -7.98172 2.76343 -2.95050
H -7.83129 1.88494 -3.33072
H -8.28504 3.29496 -3.70180
O -2.12551 -7.46826 -4.69176
H -1.80162 -7.12266 -3.84643
H -3.07091 -7.25576 -4.68483
O -4.62446 -7.07524 -6.75099
H -3.66823 -7.21490 -6.82217
H -5.00535 -7.92971 -7.00352
O 8.31835 3.96090 0.72729
H 7.71760 3.84614 -0.02429
H 8.46601 3.05882 1.04889
O 2.91579 -1.64664 -4.15159
H 2.91611 -0.89220 -4.75968
H 2.47006 -1.30924 -3.36009
O 6.11618 -9.15392 -6.83079
H 5.55248 -9.92901 -6.68790
H 5.63329 -8.43106 -6.40268
O -9.59598 0.19760 -1.67631
H -9.23405 0.31046 -2.56806
H -8.86801 -0.20206 -1.17699
O -9.64495 4.29287 4.24899
H -10.24570 4.17811 3.49741
H -9.49729 3.39079 4.57060
O -9.09467 -3.25686 2.10566
H -9.69542 -3.37161 1.35407
H -8.94701 -4.15893 2.42726
O 5.45303 5.65359 -4.32805
H 5.20030 5.95777 -3.44344
H 4.80957 4.95749 -4.52902
O 8.96147 -10.25696 -6.37406
H 9.28536 -9.91136 -5.52872
H 8.01607 -10.04446 -6.36712
O 0.35303 3.48171 8.08815
H 0.10030 3.78589 8.97277
H -0.29043 2.78561 7.88718
O -9.99467 0.76061 2.62995
H -10.59542 0.64585 1.87837
H -9.84701 -0.14147 2.95155
O -2.34446 5.49529 6.36216
H -2.19402 4.61680 5.98193
H -2.64778 6.02681 5.61085
O 7.65561 1.36575 0.28680
H 7.05486 1.25099 -0.46479
H 7.80327 0.46367 0.60840
*
```


Below is a 2-piece molecular cluster, HNO3S overall in a non-equilibrium geometry, with properties calculated with wB97M-V/def2-TZVPD.

LUMO level (spin up / spin down) ... 0.0 / -0.7 eV
Gap between HOMO and LUMO (spin up / spin down) ... 8.6 / 8.2 eV
ΔE to the lowest compared entry with this formula, charge and spin ... 32.8 kJ/mol

```
! wB97M-V def2-TZVPD RIJCOSX def2/J DEFGRID3
* xyz 0 1
N 1.77525 0.98235 -0.37819
O -0.23924 -1.99942 0.34731
O -1.40789 0.31447 0.28308
O 2.16037 0.60505 0.64065
S -0.61935 -0.93808 -0.56465
H -1.66915 1.03563 -0.32819
*
```


Below is a single O2Si molecule in a non-equilibrium geometry, with properties calculated with wB97M-V/def2-TZVPD.

LUMO level ... -1.7 eV
Gap between HOMO and LUMO ... 10.7 eV
Structure (SMILES) ... O=[Si]=O
ΔE to the lowest compared entry with this formula, charge and spin ... 2.3 kJ/mol

```
! wB97M-V def2-TZVPD RIJCOSX def2/J DEFGRID3
* xyz 0 1
O -0.56432 0.93326 1.01798
Si -0.05668 0.00189 -0.02177
O 0.62101 -0.93516 -0.99622
*
```


Below is a 2-piece molecular cluster, C2H2ClI overall in a non-equilibrium geometry, with properties calculated with wB97M-V/def2-TZVPD.

LUMO level (spin up / spin down) ... 0.2 / -1.7 eV
Gap between HOMO and LUMO (spin up / spin down) ... 8.9 / 7.8 eV
⟨S²⟩ ... 2.013
ΔE to the lowest compared entry with this formula, charge and spin ... 43.5 kJ/mol

```
! wB97M-V def2-TZVPD RIJCOSX def2/J DEFGRID3
* xyz 0 3
C -0.26940 0.45880 0.51329
C 0.66482 -0.35133 0.23389
Cl -1.93328 0.16586 0.04233
I 2.65118 -0.47282 0.05580
H -0.34975 1.52809 0.94501
H -0.76357 -1.32861 -1.79032
*
```